# 1
DFT (wB97M-V/def2-TZVPD) results for a 10-piece molecular cluster, C37H56N4O9 overall at a distorted geometry.

```
! wB97M-V def2-TZVPD RIJCOSX def2/J DEFGRID3
* xyz 0 1
C -14.74725 -3.83216 -12.63721
C -13.87928 -4.86479 -12.87255
C -13.02769 -4.93732 -11.69649
N -13.13190 -3.73509 -11.08284
C -14.24286 -3.01297 -11.59927
H -15.63751 -3.83142 -13.24863
H -13.91334 -5.55248 -13.70461
H -12.26082 -5.57786 -11.28658
H -12.50552 -3.34685 -10.39217
H -14.57279 -2.07191 -11.18461
C -17.44549 -6.83130 -12.78241
C -16.71315 -8.01142 -13.14211
C -17.44015 -9.07978 -12.74117
N -18.51292 -8.63488 -12.07540
C -18.56364 -7.26447 -12.15891
H -17.12036 -5.81845 -12.96908
H -15.76076 -7.97727 -13.65023
H -17.16301 -10.12257 -12.69444
H -19.14352 -9.18636 -11.51120
H -19.31106 -6.72872 -11.59257
C -8.74460 -2.91106 -14.37897
C -9.95083 -3.56248 -14.28205
C -10.84949 -2.76628 -13.70894
N -10.34530 -1.46944 -13.73330
C -9.01736 -1.55324 -14.18269
H -7.82365 -3.31373 -14.77409
H -9.91010 -4.62668 -14.46153
H -11.89821 -2.84223 -13.46232
H -10.83370 -0.67278 -13.35004
H -8.38416 -0.67834 -14.18102
C -9.46141 -7.22920 -16.25430
C -9.66746 -7.60062 -14.92368
C -10.97737 -7.10818 -14.57870
N -11.60194 -6.64744 -15.62644
C -10.66498 -6.66541 -16.62607
H -8.59506 -7.36427 -16.88485
H -8.95276 -8.10180 -14.28774
H -11.47885 -7.21722 -13.62843
H -12.58304 -6.40831 -15.64543
H -10.88037 -6.39972 -17.65048
O -11.39519 -2.79785 -8.33018
C -11.22845 -1.65869 -8.75071
C -10.21108 -1.27774 -9.78457
C -10.70100 0.01768 -10.45368
C -11.43477 0.59257 -9.27195
O -11.88722 -0.54121 -8.52032
H -9.24466 -1.06391 -9.32805
H -9.87296 -2.16864 -10.31380
H -9.91859 0.64129 -10.88616
H -11.53030 -0.14651 -11.14174
H -10.87053 1.28789 -8.65046
H -12.27651 1.19533 -9.61290
O -7.07901 -6.49008 -8.27834
C -8.21092 -6.45159 -8.73399
C -9.11957 -5.19392 -8.65433
C -10.11711 -5.67525 -9.72977
C -10.15725 -7.18487 -9.76157
O -8.79495 -7.44724 -9.43600
H -9.47133 -4.95289 -7.65121
H -8.57004 -4.28925 -8.91451
H -11.13383 -5.35574 -9.50107
H -9.89539 -5.25576 -10.71108
H -10.83495 -7.59832 -9.01465
H -10.34245 -7.59280 -10.75525
O -19.33236 -1.76435 -14.21452
C -19.12760 -1.75547 -13.02305
C -17.92688 -2.44193 -12.23226
C -18.56593 -2.61841 -10.77257
C -19.54089 -1.47583 -10.69451
O -19.95958 -1.25003 -12.09874
H -17.67230 -3.37713 -12.73094
H -17.03968 -1.81835 -12.34234
H -19.21640 -3.47764 -10.93605
H -17.86345 -2.77355 -9.95370
H -20.49066 -1.86018 -10.32262
H -19.19999 -0.63471 -10.09084
C -15.55387 -2.75487 -7.50568
C -15.44440 -1.31085 -8.06748
C -15.10915 -0.22935 -7.06828
O -15.57935 -1.06661 -9.27310
H -16.55754 -2.93341 -7.11983
H -14.72996 -2.93864 -6.81610
H -15.43993 -3.52799 -8.26555
H -16.05343 0.31505 -7.06114
H -14.24400 0.37476 -7.34157
H -15.07342 -0.62499 -6.05325
C -14.49290 -8.37137 -15.60368
C -13.35195 -9.02026 -16.48904
C -12.47834 -10.04317 -15.84040
O -13.33816 -8.81438 -17.65531
H -14.02494 -8.00628 -14.68944
H -15.14071 -9.23369 -15.44603
H -14.76431 -7.64349 -16.36828
H -13.08120 -10.77425 -15.30172
H -11.80286 -9.88194 -15.00025
H -11.87975 -10.59980 -16.56147
C -12.64691 -3.72076 -17.23485
C -14.02419 -3.98848 -16.59281
C -15.03332 -2.92298 -16.21516
O -14.27805 -5.18264 -16.33626
H -12.71950 -3.07804 -18.11220
H -12.28136 -4.68350 -17.59207
H -11.94946 -3.37024 -16.47405
H -14.51673 -2.38730 -15.41874
H -15.89420 -3.46991 -15.83066
H -15.26167 -2.26589 -17.05432
*
```

Calculated values
E_LUMO (eV): 0.19
SMILES: c1cc[nH]c1.c1cc[nH]c1.c1cc[nH]c1.c1cc[nH]c1.O=C1CCCO1.O=C1CCCO1.O=C1CCCO1.CC(C)=O.CC(C)=O.CC(C)=O

Results of the Löwdin charge analysis, in e, for atoms 1 through 2: -0.1459, -0.0995

***

# 2
DFT (wB97M-V/def2-TZVPD) results for a 2-piece molecular cluster, C20H38BrNO4P overall.

```
! wB97M-V def2-TZVPD RIJCOSX def2/J DEFGRID3
* xyz 1 1
C 6.46986 -3.27633 0.11930
C 7.08133 -2.56567 1.32418
C 7.74784 -1.21935 1.01014
C 6.80896 -0.00500 1.05854
C 6.14261 0.31083 -0.28771
C 4.78777 1.03365 -0.17598
C 3.67854 0.32093 -0.94280
C 2.36582 1.09267 -0.99516
C 1.75257 1.44183 0.35718
C 0.31076 1.96879 0.23280
C -0.73028 1.27436 1.12656
C -2.09835 1.14667 0.45145
C -3.28393 1.15696 1.41326
C -4.62138 1.27543 0.66857
C -5.72940 0.42108 1.27560
C -7.07931 0.60951 0.53644
C -7.41589 -0.58266 -0.29099
C -7.93156 -1.77668 0.03941
P -8.63170 -2.17569 1.68386
O -7.46731 -3.11983 2.32373
Br -10.14350 -3.65949 1.01049
C -7.77493 -2.64060 -1.17199
O -7.60743 -3.81510 -1.24316
O -7.59812 -1.79937 -2.27424
C -7.28665 -0.55126 -1.79167
O -7.06953 0.38718 -2.49562
H 6.01069 -4.21869 0.41888
H 5.68707 -2.68188 -0.35410
H 7.22964 -3.50221 -0.62957
H 6.30481 -2.41612 2.07894
H 7.82298 -3.22977 1.76956
H 8.55567 -1.06378 1.72588
H 8.22154 -1.27018 0.02475
H 6.03532 -0.18924 1.80799
H 7.38610 0.86427 1.37737
H 6.82636 0.90131 -0.89974
H 5.99545 -0.62641 -0.82842
H 4.51170 1.12970 0.87532
H 4.87685 2.05570 -0.55978
H 4.03866 0.13804 -1.96328
H 3.49685 -0.66370 -0.50505
H 1.62933 0.49407 -1.55294
H 2.50736 2.04188 -1.53616
H 1.78298 0.56430 1.00604
H 2.36798 2.20565 0.83336
H 0.29004 3.04510 0.41072
H -0.02081 1.82789 -0.80709
H -0.83894 1.82529 2.06240
H -0.34712 0.28574 1.38610
H -2.13458 0.22302 -0.13337
H -2.22895 1.97888 -0.24877
H -3.28233 0.24489 2.01537
H -3.17048 1.99917 2.09883
H -4.94466 2.31767 0.63905
H -4.47616 0.95700 -0.36914
H -5.42493 -0.62722 1.23746
H -5.85206 0.66468 2.33238
H -7.87858 0.80587 1.25005
H -6.99152 1.45873 -0.14138
H -7.38183 -3.98443 1.90488
N 1.74128 2.24020 -3.94588
H 2.54136 1.61134 -3.83513
H 0.99149 1.90783 -3.33124
H 2.01364 3.18199 -3.65653
H 1.43102 2.25060 -4.91993
*
```

Calculated values
E_LUMO (eV): -4.17

Results of the Löwdin charge analysis, in e, for atoms 1 through 2: -0.1119, -0.2577

***

# 3
DFT (wB97M-V/def2-TZVPD) results for C3H37CdO28Tl as an isolated structure at a distorted geometry.

```
! wB97M-V def2-TZVPD RIJCOSX def2/J DEFGRID3
* xyz -2 1
Cd 3.42031 0.81508 1.97887
Tl 0.45451 -1.28691 0.95341
C 2.65783 2.35646 4.52976
O 1.54506 1.61519 4.33035
O 3.49924 2.41520 3.51342
O 2.79536 2.93088 5.59548
C 0.11449 1.82019 1.02535
O 1.03273 0.89548 1.38706
O -1.14500 1.39210 1.09656
O 0.66509 2.86856 0.58980
C -4.60261 6.38879 5.18308
O -5.10674 7.43804 4.90437
O -4.17101 5.37081 5.53430
O 0.40279 -4.05304 -2.55671
O 2.64208 -1.46117 1.18868
H 2.60993 -2.48291 1.02646
O -4.49000 2.98900 -3.64619
H -4.90842 2.70129 -4.45024
H -4.27889 2.15880 -3.28426
O -2.34701 5.21431 2.79369
H -2.84680 4.94788 2.00559
H -1.80012 4.40659 2.99467
O 2.33175 2.78674 -1.99313
H 1.37267 1.70335 3.35715
H 3.20677 2.25013 -1.97600
O -4.55279 0.98373 -0.70582
H -3.70061 1.42890 -0.63220
H -4.57549 0.42322 0.00811
O 3.02736 0.06246 -5.13387
H 3.04466 0.42387 -5.97622
H 2.16996 -0.31471 -4.99845
O -0.30308 -1.07067 3.14390
H 0.45794 -1.53568 3.52274
H -0.31958 -0.07545 3.20050
O -0.16333 3.43558 -4.18412
H 0.39778 2.70855 -4.00987
H 0.43839 4.13805 -3.87889
O -2.53619 -5.08997 2.44050
H -2.92819 -5.87120 2.03670
H -3.26807 -4.43966 2.51822
O -0.34403 0.26129 -3.70625
H -0.74720 -0.29164 -3.04611
H -0.69818 1.05965 -3.31346
O 0.55061 -3.48603 0.97005
H 5.10834 -7.73381 4.01941
H 0.21803 -4.03233 1.69684
O -0.12660 -0.37027 -0.85257
H 2.04784 2.98297 -1.10862
H -1.09328 -0.24458 -0.84851
O 1.69810 5.82208 -1.45136
H 2.27604 5.08841 -1.58462
H 0.92436 5.61242 -0.99801
O -3.76522 1.17233 2.47696
H -2.85043 1.35818 2.19129
H -4.12558 1.80468 3.18468
O 5.60076 -4.57245 -6.02187
H 5.93207 -3.78506 -6.58788
H 0.95725 -3.25887 -2.92795
O 5.00970 -7.51592 3.04391
H 4.42443 -6.77526 2.86266
H 0.05460 -4.28612 -1.71146
O -5.12743 -4.70218 -3.98979
H -4.64688 -3.91823 -4.32692
H -4.98135 -5.36189 -4.67577
O 5.46219 0.66507 2.06275
H 4.65558 3.31277 -0.36588
H 5.98198 -0.12241 2.23917
O -1.21091 -6.73473 -0.41437
H -0.42090 -7.31378 -0.47609
H -1.00670 -6.02214 0.22700
*
```

Calculated values
E_LUMO (eV): -1.90

Results of the Löwdin charge analysis, in e, for atoms 1 through 2: 1.4235, 1.0554

***

# 4
DFT (wB97M-V/def2-TZVPD) results for C4H9N3 as an isolated structure at a distorted geometry.

```
! wB97M-V def2-TZVPD RIJCOSX def2/J DEFGRID3
* xyz 0 1
C 1.81147 0.08763 -0.39649
C -0.58642 -0.73176 -1.23200
C -0.54810 0.67644 0.83895
C 0.05688 -0.50464 0.07669
N 2.89730 0.43449 -0.51669
N -0.29740 1.93754 0.05532
N 0.07375 -1.63454 0.93319
H -1.59363 -1.32065 -1.19698
H -0.90344 0.29370 -1.64736
H 0.00354 -1.22966 -2.06254
H -1.69084 0.82882 0.84901
H -0.28365 0.80043 1.94559
H -0.17570 2.78447 0.71570
H 0.55956 1.66202 -0.46639
H 0.34534 -2.46568 0.26580
H 0.33135 -1.61860 1.83820
*
```

Calculated values
E_LUMO (eV): 0.81
Relative energy (zero: lowest compared OMol25 entry of this formula, charge and spin) (kJ/mol): 297.7

Results of the Löwdin charge analysis, in e, for atoms 1 through 2: -0.1500, -0.0995